No. 1
83
Properties=species:S:1:pos:R:3 method="wB97M-V/def2-TZVPD" charge=-1 gap_ha="0.1236 / 0.2551" homo_ev="-1.60 / -5.16" multiplicity=2 e_lumo_ha="0.0647 / 0.0654"
Cl -24.287 -13.101 9.451
C -23.477 -11.648 10.075
C -21.929 -11.576 9.819
Cl -21.209 -12.883 10.761
H -23.585 -11.574 11.157
H -23.962 -10.813 9.570
H -21.641 -10.587 10.175
H -21.635 -11.691 8.776
Cl -22.661 -9.847 6.479
C -21.098 -9.324 5.669
C -20.027 -9.956 6.484
Cl -19.928 -9.122 8.066
H -20.979 -8.241 5.662
H -21.089 -9.652 4.629
H -19.026 -10.021 6.056
H -20.179 -11.021 6.657
Cl -24.134 -15.323 2.060
C -24.170 -16.841 2.997
C -25.578 -16.976 3.575
Cl -26.856 -17.139 2.403
H -23.379 -16.839 3.747
H -23.918 -17.657 2.320
H -25.856 -16.156 4.237
H -25.729 -17.883 4.160
Cl -23.425 -16.449 10.364
C -24.028 -16.718 12.035
C -24.178 -15.350 12.696
Cl -24.747 -15.588 14.323
H -23.506 -17.486 12.605
H -25.038 -17.107 11.906
H -24.695 -14.543 12.177
H -23.196 -14.887 12.797
Cl -23.258 -19.693 8.951
C -22.764 -19.509 7.217
C -23.974 -18.966 6.450
Cl -24.416 -17.312 6.943
H -22.463 -20.452 6.760
H -21.908 -18.834 7.180
H -24.862 -19.597 6.452
H -23.715 -18.835 5.399
Cl -18.466 -15.711 10.228
C -19.831 -16.459 11.117
C -19.607 -15.995 12.572
Cl -20.788 -16.723 13.630
H -19.683 -17.531 10.992
H -20.780 -16.120 10.701
H -19.706 -14.941 12.834
H -18.676 -16.397 12.969
C -19.681 -20.605 7.682
N -19.264 -19.145 7.766
O -19.681 -18.520 8.755
O -18.587 -18.661 6.913
H -20.348 -20.855 6.857
H -20.136 -20.811 8.650
H -18.790 -21.231 7.638
C -16.747 -14.981 7.092
N -17.374 -15.680 5.925
O -16.699 -16.504 5.325
O -18.538 -15.427 5.623
H -16.943 -15.580 7.981
H -17.166 -13.988 7.252
H -15.682 -14.830 6.917
C -21.301 -15.472 7.679
N -21.621 -14.657 6.476
O -22.578 -15.021 5.796
O -20.977 -13.581 6.314
H -20.376 -16.029 7.526
H -22.061 -16.248 7.769
H -21.247 -14.842 8.567
C -20.604 -14.093 3.208
N -20.622 -13.589 1.785
O -19.658 -13.902 1.012
O -21.590 -12.884 1.443
H -20.504 -13.263 3.907
H -19.794 -14.809 3.353
H -21.605 -14.517 3.281
C -23.964 -12.629 4.361
N -25.456 -12.737 4.203
O -25.910 -12.442 3.099
O -26.138 -12.985 5.181
H -23.415 -13.444 3.887
H -23.731 -12.574 5.424
H -23.638 -11.649 4.015

No. 2
20
Properties=species:S:1:pos:R:3 method="wB97M-V/def2-TZVPD" e_above_lowest_kj_mol=77.2 charge=-1 gap_ha=0.2401 homo_ev=-2.79 multiplicity=1 e_lumo_ha=0.1377
C 1.218 -0.568 -0.112
O 2.037 -0.747 -1.161
C -0.323 -0.721 -0.466
C -1.114 -1.073 0.823
C -1.977 0.101 1.302
C -1.251 1.064 2.216
H 1.336 -1.331 0.684
H 1.265 0.443 0.374
H -0.423 -1.504 -1.226
H -0.785 0.139 -0.957
H -0.496 -1.463 1.631
H -1.768 -1.920 0.571
H -2.850 -0.283 1.822
H -2.411 0.661 0.471
H -0.564 0.555 2.890
H -1.980 1.804 2.547
H -0.573 1.715 1.641
H 1.716 0.539 -2.470
H 1.275 1.698 -1.659
O 1.363 1.458 -2.590

No. 3
25
Properties=species:S:1:pos:R:3 method="wB97M-V/def2-TZVPD" e_above_lowest_kj_mol=0.0 charge=+1 gap_ha=0.3447 homo_ev=-12.72 multiplicity=1 smiles=Nc1nc[nH][n+]1COc1ccccc1 e_lumo_ha=-0.1228
N 1.562 -1.849 1.276
C 1.744 -0.594 0.854
N 2.110 0.426 1.636
C 2.166 1.467 0.839
N 1.844 1.144 -0.407
N 1.584 -0.189 -0.419
C 1.198 -0.898 -1.617
O -0.192 -1.030 -1.820
C -1.043 -0.374 -0.931
C -1.384 0.958 -1.154
C -2.228 1.612 -0.265
C -2.742 0.933 0.837
C -2.416 -0.408 1.035
C -1.572 -1.069 0.149
H 0.850 -2.442 0.894
H 2.092 -2.147 2.075
H 2.408 2.483 1.095
H 1.758 1.726 -1.225
H 1.614 -0.341 -2.457
H 1.671 -1.875 -1.619
H -0.969 1.436 -2.030
H -2.469 2.645 -0.457
H -3.394 1.441 1.529
H -2.827 -0.939 1.878
H -1.364 -2.118 0.304

No. 4
13
Properties=species:S:1:pos:R:3 method="wB97M-V/def2-TZVPD" e_above_lowest_kj_mol=419.6 gap_ha=0.3727 homo_ev=-9.17 multiplicity=1 e_lumo_ha=0.0359
C -0.258 -0.538 0.945
C -1.309 -0.143 -0.117
C -0.346 1.096 -1.423
C 0.840 0.732 -0.928
C 1.105 -0.150 0.270
H -0.301 -1.611 1.159
H -0.360 -0.006 1.898
H -1.202 -0.814 -0.974
H -2.378 0.082 -0.015
H -0.896 0.937 -0.162
H 1.675 1.091 -1.519
H 1.632 -1.044 -0.080
H 1.799 0.369 0.946

No. 5
32
Properties=species:S:1:pos:R:3 method="wB97M-V/def2-TZVPD" charge=+1 gap_ha="0.2307 / 0.1212" homo_ev="-10.36 / -10.33" multiplicity=4 e_lumo_ha="-0.1498 / -0.2584"
Co -21.266 8.433 -27.873
Br -19.288 9.783 -27.864
N -17.077 7.781 -29.637
C -16.610 7.179 -30.777
C -15.633 6.291 -30.407
C -15.525 6.334 -28.988
C -16.448 7.252 -28.551
H -17.753 8.521 -29.553
H -16.959 7.506 -31.741
H -15.094 5.629 -31.064
H -14.845 5.747 -28.396
H -16.705 7.535 -27.544
N -17.386 12.770 -27.176
C -16.227 13.125 -27.814
C -15.807 14.319 -27.263
C -16.763 14.698 -26.292
C -17.745 13.745 -26.283
H -17.922 11.942 -27.373
H -15.819 12.456 -28.552
H -14.930 14.871 -27.557
H -16.716 15.563 -25.654
H -18.608 13.622 -25.654
N -14.626 9.892 -24.489
C -13.892 10.739 -25.215
C -14.572 10.992 -26.439
C -15.750 10.288 -26.393
C -15.752 9.564 -25.195
H -14.412 9.538 -23.569
H -12.956 11.128 -24.844
H -14.170 11.563 -27.256
H -16.540 10.255 -27.122
H -16.496 8.905 -24.777

No. 6
18
Properties=species:S:1:pos:R:3 method="wB97M-V/def2-TZVPD" e_above_lowest_kj_mol=791.8 gap_ha="0.2748 / 0.2747" homo_ev="-7.47 / -7.47" multiplicity=1 e_lumo_ha="0.0004 / 0.0004"
C -0.937 -1.679 -0.354
C -2.267 -1.106 0.003
N 0.470 -0.153 -0.774
C 1.977 1.741 0.119
C 0.527 0.101 0.477
C 0.622 -0.157 1.757
O -0.301 0.740 -1.533
O 2.301 2.098 -1.151
O 2.418 2.324 1.072
H 0.225 0.848 -2.338
H 2.850 2.908 -1.120
H -0.460 -2.345 0.357
H -0.818 -2.019 -1.376
H 1.240 0.495 2.361
H 0.024 -0.910 2.247
H -2.496 -0.245 -0.628
H -2.315 -0.796 1.047
H -3.062 -1.845 -0.165